ORCA calculation (ωB97M-V/def2-TZVPD) on one molecule with the formula C5H11NO.

## Properties
- ΔE to the lowest compared entry with this formula, charge and spin: 70.13 kcal/mol
- Lowest unoccupied orbital energy: 0.88 eV
- Charge: 0
- 2S+1: 1
- Total energy: -327.01958 Eh
- SMILES: CCN(C=O)CC
- HOMO level: -8.8 eV
- Kohn-Sham gap: 0.3572 hartree
- F_max: 0.126 Eh/bohr

Each line ends with the Löwdin charge.
Positions of all 18 atoms, in Å:
C  -0.673  -0.793  -1.765  -0.085
C  -1.270  0.133  -0.567  -0.164
N  -0.115  0.737  0.120  -0.143
C  -0.051  2.210  0.126  -0.256
O  0.683  2.894  0.808  0.012
C  0.966  0.126  0.767  -0.270
C  0.819  -1.137  1.626  -0.079
H  -1.382  -1.614  -1.836  0.046
H  -0.489  -0.314  -2.871  0.115
H  0.348  -1.111  -1.675  0.028
H  -1.706  -0.635  0.232  0.140
H  -1.946  0.764  -1.037  0.074
H  -0.796  2.731  -0.501  0.129
H  1.575  0.908  1.410  0.152
H  1.748  -0.230  0.002  0.123
H  -0.197  -1.718  1.641  0.105
H  1.283  -1.005  2.503  0.017
H  1.203  -1.946  1.017  0.057



ORCA calculation (ωB97M-V/def2-TZVPD) on one molecule with the formula C5H11NO.

## Properties
- ΔE to the lowest compared entry with this formula, charge and spin: 63.22 kcal/mol
- Lowest unoccupied orbital energy: 0.92 eV
- Charge: 0
- 2S+1: 1
- Total energy: -327.03059 Eh
- SMILES: CNC/C=C(\C)O
- HOMO level: -7.7 eV
- Kohn-Sham gap: 0.3171 hartree
- F_max: 0.063 Eh/bohr

Each line ends with the Löwdin charge.
Positions of all 18 atoms, in Å:
C  -0.327  0.615  1.964  -0.142
N  0.014  -0.517  1.120  -0.141
C  -1.162  -0.968  0.193  -0.192
C  -1.072  0.054  -0.870  -0.096
C  0.230  0.449  -1.081  -0.399
C  1.369  -0.480  -1.410  -0.035
O  0.427  1.756  -1.443  0.036
H  -1.241  0.473  2.551  0.072
H  0.497  0.817  2.650  0.077
H  -0.476  1.501  1.343  0.074
H  0.322  -1.299  1.700  0.098
H  -0.865  -1.966  -0.130  0.094
H  -2.153  -0.992  0.676  0.106
H  -1.834  0.822  -0.895  0.098
H  2.261  -0.202  -0.842  0.085
H  1.615  -0.403  -2.478  0.091
H  1.118  -1.509  -1.158  0.076
H  1.277  1.849  -1.890  0.100



ORCA calculation (ωB97M-V/def2-TZVPD) on one molecule with the formula C5H11NO.

## Properties
- ΔE to the lowest compared entry with this formula, charge and spin: 5.00 kcal/mol
- Lowest unoccupied orbital energy: 0.92 eV
- Charge: 0
- 2S+1: 1
- Total energy: -327.12338 Eh
- SMILES: CCCCC(N)=O
- HOMO level: -9.7 eV
- Kohn-Sham gap: 0.3887 hartree
- F_max: 0.029 Eh/bohr

Each line ends with the Löwdin charge.
Positions of all 18 atoms, in Å:
C  -0.801  1.749  -0.148  -0.114
C  0.269  0.994  -0.909  -0.269
C  -0.026  -0.450  -1.257  -0.208
C  0.364  -1.544  -0.275  -0.119
C  -0.188  -1.271  1.111  -0.556
N  0.642  -0.551  1.926  0.160
O  -1.279  -1.649  1.490  0.049
H  -0.688  1.644  0.943  0.062
H  -1.829  1.403  -0.271  0.077
H  -0.804  2.820  -0.326  0.066
H  0.497  1.510  -1.847  0.103
H  1.216  1.117  -0.357  0.102
H  -1.095  -0.506  -1.458  0.117
H  0.422  -0.651  -2.211  0.099
H  0.014  -2.522  -0.607  0.121
H  1.447  -1.645  -0.186  0.112
H  0.349  -0.265  2.842  0.109
H  1.492  -0.182  1.539  0.091



ORCA calculation (ωB97M-V/def2-TZVPD) on a 2-piece molecular cluster, C5H11NO overall.

## Properties
- ΔE to the lowest compared entry with this formula, charge and spin: 100.88 kcal/mol
- Lowest unoccupied orbital energy: 0.70 eV
- Charge: 0
- 2S+1: 1
- Total energy: -326.97058 Eh
- SMILES: C=C/C=C/NC.O
- HOMO level: -7.1 eV
- Kohn-Sham gap: 0.2853 hartree
- F_max: 0.075 Eh/bohr

Each line ends with the Löwdin charge.
Positions of all 18 atoms, in Å:
C  -1.285  -1.807  -0.402  -0.036
C  -0.910  -1.432  0.855  -0.184
C  -0.031  -0.226  0.941  -0.152
C  0.228  0.411  2.102  -0.178
N  0.684  1.720  2.188  -0.092
C  0.074  2.749  1.333  -0.086
H  -2.254  -2.280  -0.537  0.035
H  -0.564  -1.878  -1.202  0.049
H  -0.678  -2.060  1.712  0.105
H  0.231  0.287  0.013  0.098
H  0.209  -0.239  2.979  0.113
H  1.168  1.944  3.033  0.108
H  -0.850  3.130  1.810  0.079
H  0.730  3.613  1.280  0.077
H  -0.281  2.257  0.432  0.065
O  1.119  -1.748  -5.749  -0.054
H  0.966  -2.673  -5.941  0.027
H  1.444  -1.768  -4.849  0.026



ORCA calculation (ωB97M-V/def2-TZVPD) on one molecule with the formula C5H11NO.

## Properties
- ΔE to the lowest compared entry with this formula, charge and spin: 2.89 kcal/mol
- Lowest unoccupied orbital energy: 0.93 eV
- Charge: 0
- 2S+1: 1
- Total energy: -327.12674 Eh
- SMILES: CCCNC(C)=O
- HOMO level: -9.6 eV
- Kohn-Sham gap: 0.3852 hartree
- F_max: 0.007 Eh/bohr

Each line ends with the Löwdin charge.
Positions of all 18 atoms, in Å:
C  0.739  -2.435  -1.229  -0.123
C  0.181  -1.052  -0.901  -0.250
C  -0.360  -0.956  0.535  -0.198
N  -0.218  0.370  1.115  0.034
C  -0.894  1.434  0.596  -0.548
C  -0.443  2.795  1.093  -0.006
O  -1.787  1.301  -0.226  0.047
H  1.050  -2.496  -2.277  0.069
H  1.616  -2.656  -0.607  0.071
H  -0.001  -3.225  -1.054  0.074
H  0.977  -0.306  -1.022  0.110
H  -0.614  -0.776  -1.603  0.106
H  -1.421  -1.231  0.566  0.124
H  0.174  -1.653  1.192  0.118
H  0.610  0.553  1.663  0.131
H  0.180  3.259  0.320  0.086
H  0.133  2.747  2.022  0.072
H  -1.316  3.434  1.239  0.083



ORCA calculation (ωB97M-V/def2-TZVPD) on one molecule with the formula C5H11NO.

## Properties
- ΔE to the lowest compared entry with this formula, charge and spin: 67.71 kcal/mol
- Lowest unoccupied orbital energy: 0.84 eV
- Charge: 0
- 2S+1: 1
- Total energy: -327.02344 Eh
- SMILES: CCN(C)C(C)=O
- HOMO level: -8.9 eV
- Kohn-Sham gap: 0.3571 hartree
- F_max: 0.094 Eh/bohr

Each line ends with the Löwdin charge.
Positions of all 18 atoms, in Å:
C  1.384  0.464  -1.347  -0.094
C  0.653  -0.755  -0.698  -0.211
N  -0.658  -0.355  -0.007  -0.162
C  -1.690  -0.051  -0.961  -0.087
C  -0.751  -0.120  1.336  -0.559
C  0.424  0.278  2.085  -0.022
O  -1.911  -0.033  1.752  0.012
H  0.674  0.745  -2.057  0.009
H  2.365  0.027  -1.725  0.086
H  1.467  1.481  -0.496  0.157
H  0.440  -1.417  -1.493  0.080
H  1.208  -1.209  0.207  0.124
H  -2.662  -0.015  -0.268  0.122
H  -1.526  0.992  -1.375  0.084
H  -1.653  -0.840  -1.931  0.142
H  0.883  -0.773  2.517  0.148
H  0.047  0.864  2.938  0.092
H  1.306  0.719  1.525  0.078



ORCA calculation (ωB97M-V/def2-TZVPD) on a 2-piece molecular cluster, C5H11NO overall.

## Properties
- ΔE to the lowest compared entry with this formula, charge and spin: 46.38 kcal/mol
- Lowest unoccupied orbital energy: 0.83 eV
- Charge: 0
- 2S+1: 1
- Total energy: -327.05743 Eh
- SMILES: C=C/C=C(/C)N.O
- HOMO level: -7.9 eV
- Kohn-Sham gap: 0.3203 hartree
- F_max: 0.039 Eh/bohr

Each line ends with the Löwdin charge.
Positions of all 18 atoms, in Å:
C  -0.137  2.500  -1.132  0.001
C  0.368  1.370  -0.607  -0.220
C  -0.385  0.129  -0.541  -0.136
C  0.166  -1.081  -0.273  -0.394
C  -0.709  -2.245  0.115  -0.040
N  1.531  -1.324  -0.444  0.088
H  0.475  3.392  -1.061  0.050
H  -1.213  2.630  -1.151  0.060
H  1.422  1.313  -0.352  0.098
H  -1.451  0.240  -0.355  0.118
H  -0.043  -3.102  0.257  0.073
H  -1.207  -2.042  1.060  0.080
H  -1.444  -2.552  -0.625  0.083
H  1.763  -2.212  -0.873  0.090
H  1.949  -0.645  -1.066  0.079
O  -0.625  1.504  2.310  -0.078
H  -0.425  0.808  1.660  -0.007
H  -0.035  1.317  3.079  0.056



ORCA calculation (ωB97M-V/def2-TZVPD) on one molecule with the formula C5H11NO.

## Properties
- ΔE to the lowest compared entry with this formula, charge and spin: 46.32 kcal/mol
- Lowest unoccupied orbital energy: 1.05 eV
- Charge: 0
- 2S+1: 1
- Total energy: -327.05753 Eh
- SMILES: CCNCCC=O
- HOMO level: -8.8 eV
- Kohn-Sham gap: 0.3635 hartree
- F_max: 0.044 Eh/bohr

Each line ends with the Löwdin charge.
Positions of all 18 atoms, in Å:
C  -2.024  1.538  1.774  -0.084
C  -0.760  1.010  1.109  -0.291
N  -0.740  1.274  -0.324  -0.091
C  0.280  0.670  -1.134  -0.236
C  0.393  -0.873  -1.079  -0.151
C  1.674  -1.535  -0.679  -0.274
O  1.762  -2.550  -0.033  0.044
H  -2.356  0.808  2.506  0.071
H  -1.860  2.553  2.103  0.068
H  -2.870  1.637  1.082  0.069
H  -0.627  -0.075  1.261  0.095
H  0.124  1.398  1.610  0.111
H  -1.659  1.131  -0.716  0.104
H  1.274  1.088  -0.948  0.111
H  0.077  0.936  -2.165  0.109
H  -0.278  -1.223  -0.278  0.102
H  -0.190  -1.363  -1.862  0.122
H  2.596  -0.915  -0.765  0.122



ORCA calculation (ωB97M-V/def2-TZVPD) on one molecule with the formula C5H11NO.

## Properties
- ΔE to the lowest compared entry with this formula, charge and spin: 42.05 kcal/mol
- Lowest unoccupied orbital energy: 1.03 eV
- Charge: 0
- 2S+1: 1
- Total energy: -327.06433 Eh
- SMILES: N/C=C/CCCO
- HOMO level: -7.8 eV
- Kohn-Sham gap: 0.3232 hartree
- F_max: 0.033 Eh/bohr

Each line ends with the Löwdin charge.
Positions of all 18 atoms, in Å:
N  -0.241  -3.179  -0.856  0.031
C  0.275  -2.098  -0.146  -0.233
C  -0.177  -0.866  -0.005  -0.126
C  0.570  0.126  0.843  -0.233
C  0.777  1.555  0.337  -0.182
C  -0.380  2.072  -0.529  -0.266
O  -1.663  1.830  0.045  -0.087
H  -0.932  -3.050  -1.581  0.083
H  -0.109  -4.098  -0.494  0.066
H  1.165  -2.421  0.412  0.115
H  -1.019  -0.463  -0.553  0.095
H  1.528  -0.314  1.148  0.102
H  0.083  0.114  1.833  0.109
H  0.951  2.210  1.182  0.105
H  1.610  1.481  -0.352  0.108
H  -0.401  1.557  -1.478  0.109
H  -0.264  3.156  -0.632  0.112
H  -1.773  2.390  0.828  0.092



ORCA calculation (ωB97M-V/def2-TZVPD) on one molecule with the formula C5H11NO.

## Properties
- ΔE to the lowest compared entry with this formula, charge and spin: 16.38 kcal/mol
- Lowest unoccupied orbital energy: 0.89 eV
- Charge: 0
- 2S+1: 1
- Total energy: -327.10525 Eh
- SMILES: CC[C@@H](C)NC=O
- HOMO level: -9.7 eV
- Kohn-Sham gap: 0.3908 hartree
- F_max: 0.055 Eh/bohr

Each line ends with the Löwdin charge.
Positions of all 18 atoms, in Å:
C  -0.849  -2.164  -1.132  -0.097
C  -0.648  -0.657  -1.483  -0.204
C  -0.415  0.295  -0.314  -0.378
C  -1.615  0.534  0.584  -0.047
N  0.724  -0.218  0.514  0.068
C  1.593  0.682  0.990  -0.387
O  1.516  1.891  0.911  0.013
H  -1.347  -2.326  -0.177  0.065
H  -1.561  -2.546  -1.862  0.067
H  0.104  -2.675  -1.221  0.067
H  0.284  -0.544  -2.038  0.108
H  -1.471  -0.349  -2.124  0.107
H  -0.051  1.223  -0.747  0.132
H  -1.253  1.049  1.472  0.081
H  -2.177  -0.358  0.871  0.072
H  -2.346  1.143  0.044  0.082
H  0.661  -1.220  0.593  0.125
H  2.401  0.263  1.606  0.126



ORCA calculation (ωB97M-V/def2-TZVPD) on one molecule with the formula C5H11NO.

## Properties
- ΔE to the lowest compared entry with this formula, charge and spin: 4.40 kcal/mol
- Lowest unoccupied orbital energy: 0.91 eV
- Charge: 0
- 2S+1: 1
- Total energy: -327.12433 Eh
- SMILES: CCCNC(C)=O
- HOMO level: -9.6 eV
- Kohn-Sham gap: 0.3855 hartree
- F_max: 0.007 Eh/bohr

Each line ends with the Löwdin charge.
Positions of all 18 atoms, in Å:
C  2.122  -0.547  -1.508  -0.123
C  1.339  -0.638  -0.201  -0.241
C  0.878  0.731  0.345  -0.189
N  -0.567  0.897  0.300  0.038
C  -1.352  0.092  1.071  -0.555
C  -2.829  0.091  0.735  -0.003
O  -0.882  -0.618  1.945  0.047
H  2.349  -1.547  -1.894  0.068
H  1.552  -0.012  -2.278  0.071
H  3.076  -0.023  -1.372  0.072
H  0.449  -1.259  -0.348  0.104
H  1.935  -1.157  0.555  0.107
H  1.195  0.857  1.384  0.116
H  1.317  1.550  -0.236  0.117
H  -0.983  1.396  -0.470  0.130
H  -3.062  -0.862  0.248  0.088
H  -3.125  0.906  0.067  0.071
H  -3.411  0.142  1.657  0.084



ORCA calculation (ωB97M-V/def2-TZVPD) on a 3-piece molecular cluster, C5H11NO overall.

## Properties
- ΔE to the lowest compared entry with this formula, charge and spin: 184.92 kcal/mol
- Lowest unoccupied orbital energy: -2.39 eV
- Charge: 0
- 2S+1: 1
- Total energy: -326.83666 Eh
- HOMO level: -8.9 eV
- Kohn-Sham gap: 0.2400 hartree
- F_max: 0.130 Eh/bohr

Each line ends with the Löwdin charge.
Positions of all 18 atoms, in Å:
O  2.605  -0.089  0.037  0.085
C  1.745  0.653  -0.508  -0.228
N  0.257  1.361  0.132  0.191
C  0.300  0.269  -0.690  -0.418
C  -0.053  -1.011  0.006  -0.315
C  0.445  -1.036  1.500  -0.070
C  0.494  -2.285  -0.931  -0.028
H  2.035  1.615  -0.867  0.121
H  -5.012  6.248  0.673  0.000
H  0.056  0.357  -1.755  0.158
H  -5.373  5.472  0.453  0.000
H  -1.121  -0.955  -0.077  0.115
H  0.192  -1.921  2.133  0.083
H  1.564  -0.994  1.495  0.070
H  0.054  -0.079  1.883  0.064
H  -0.032  -2.220  -1.926  0.078
H  0.284  -3.233  -0.498  0.045
H  1.561  -2.151  -1.061  0.052



ORCA calculation (ωB97M-V/def2-TZVPD) on a 2-piece molecular cluster, C5H11NO overall.

## Properties
- ΔE to the lowest compared entry with this formula, charge and spin: 87.03 kcal/mol
- Lowest unoccupied orbital energy: 1.00 eV
- Charge: 0
- 2S+1: 1
- Total energy: -326.99266 Eh
- SMILES: C=CCNC=C.O
- HOMO level: -8.2 eV
- Kohn-Sham gap: 0.3390 hartree
- F_max: 0.084 Eh/bohr

Each line ends with the Löwdin charge.
Positions of all 18 atoms, in Å:
C  1.104  -2.156  0.995  0.040
C  1.274  -0.819  0.723  -0.139
C  1.651  -0.211  -0.621  -0.216
N  0.774  0.993  -0.796  -0.084
C  -0.555  0.810  -1.213  -0.272
C  -1.554  1.641  -0.860  -0.047
H  0.509  -2.450  1.801  0.031
H  1.342  -2.920  0.312  0.037
H  1.261  -0.058  1.425  0.068
H  2.690  0.225  -0.788  0.126
H  1.625  -0.855  -1.480  0.100
H  1.014  1.931  -0.230  0.185
H  -0.740  -0.053  -1.756  0.090
H  -1.041  2.674  -0.569  0.095
H  -2.542  1.499  -1.272  0.040
O  -2.430  -0.372  1.586  -0.019
H  -2.145  0.417  2.032  0.030
H  -2.238  -0.296  0.711  -0.064



ORCA calculation (ωB97M-V/def2-TZVPD) on one molecule with the formula C5H11NO.

## Properties
- ΔE to the lowest compared entry with this formula, charge and spin: 16.68 kcal/mol
- Lowest unoccupied orbital energy: 1.10 eV
- Charge: 0
- 2S+1: 1
- Total energy: -327.10477 Eh
- SMILES: CC[C@@H](C)/N=C/O
- HOMO level: -9.9 eV
- Kohn-Sham gap: 0.4030 hartree
- F_max: 0.009 Eh/bohr

Each line ends with the Löwdin charge.
Positions of all 18 atoms, in Å:
C  -1.794  -0.751  -0.802  -0.111
C  -1.284  0.392  0.070  -0.236
C  0.227  0.625  -0.053  -0.449
C  0.668  1.859  0.734  -0.072
N  0.922  -0.519  0.508  0.070
C  1.568  -1.310  -0.228  -0.288
O  2.222  -2.362  0.296  0.032
H  -1.593  -0.555  -1.863  0.073
H  -1.312  -1.699  -0.538  0.065
H  -2.875  -0.884  -0.688  0.069
H  -1.805  1.320  -0.197  0.110
H  -1.506  0.191  1.126  0.114
H  0.472  0.768  -1.122  0.137
H  0.165  2.764  0.377  0.076
H  0.430  1.718  1.794  0.079
H  1.750  2.006  0.647  0.075
H  1.684  -1.268  -1.317  0.143
H  2.061  -2.295  1.254  0.112